Entry 1:
Molecular formula: C5H8O2
Method: DFT, ωB97M-V with the def2-TZVPD basis set

Geometry as XYZ:
```
15
Properties=species:S:1:pos:R:3:forces:R:3
C -1.620 0.082 -0.131 -1.74 -1.54 -2.10
C -0.605 -0.244 0.853 0.00 -2.45 1.97
C -2.277 1.356 -0.469 2.10 -2.61 2.27
C 0.607 -0.867 0.152 -1.47 0.84 0.05
C 1.686 -0.044 -0.336 3.83 0.21 -0.97
O -2.137 -1.076 -0.792 2.54 1.82 2.62
O -3.221 1.418 -1.200 -1.61 0.27 -1.71
H -0.363 0.537 1.560 0.38 0.78 -0.39
H -1.091 -0.989 1.618 0.78 0.78 -1.53
H -1.928 2.115 0.197 0.29 1.43 0.22
H 0.547 -1.784 -0.387 -0.66 -0.75 0.25
H 2.248 -0.536 -1.315 -1.84 1.75 1.97
H 2.543 -0.248 0.381 -0.48 0.54 -0.35
H 1.576 1.098 -0.320 -0.02 -1.72 -0.44
H -2.777 -0.665 -1.322 -2.09 0.66 -1.84
```
Forces are in eV/Å.

Results
LUMO level (spin up / spin down): 0.334 / -0.774 eV
energy relative to the best compared isomer or geometry (same formula, charge and spin): 413.1 kJ/mol
total charge: 0
gap between HOMO and LUMO (spin up / spin down): 8.5 / 7.1 eV
HOMO (spin up / spin down): -8.202 / -7.922 eV

Entry 2:
Molecular formula: C11H15NO
Method: DFT, ωB97M-V with the def2-TZVPD basis set

Geometry as XYZ:
```
28
Properties=species:S:1:pos:R:3:forces:R:3
C -4.012 0.163 1.645 -1.31 1.61 -0.08
O -2.944 0.344 0.765 -1.97 1.19 -1.66
C -1.819 -0.301 0.865 2.93 -0.57 0.45
C -1.336 -0.590 2.140 0.02 -0.01 1.14
C -0.037 -1.014 2.302 1.13 -2.36 -1.96
C 0.731 -1.315 1.127 0.49 0.35 0.61
C 0.264 -1.004 -0.183 0.84 1.52 0.23
C 1.307 -1.010 -1.330 -3.52 -1.48 0.33
C 2.668 -0.584 -1.158 3.54 -0.78 0.14
C 1.878 0.126 -2.187 -0.90 -0.02 -1.33
C 1.630 1.584 -2.023 1.42 1.17 1.20
N 1.808 2.142 -0.598 0.11 1.97 -4.35
C -1.020 -0.453 -0.312 -1.91 -0.43 0.68
H -4.483 -0.814 1.457 0.32 0.08 0.77
H -3.773 0.473 2.701 -0.26 -0.85 -0.91
H -4.742 0.932 1.264 0.46 -0.80 0.60
H -1.949 -0.471 3.059 0.35 0.05 -0.97
H 0.351 -1.441 3.236 -0.24 0.75 -0.17
H 1.767 -1.768 1.267 -1.48 0.78 -0.35
H 1.176 -1.996 -1.916 0.55 1.69 0.76
H 3.215 -0.006 -0.390 -1.51 0.14 -0.01
H 3.332 -1.407 -1.309 0.75 -0.28 -1.05
H 1.745 0.091 -3.309 1.05 -1.37 1.13
H 2.390 2.167 -2.696 -1.26 -1.04 1.23
H 0.657 1.692 -2.495 -0.50 0.79 0.35
H 1.417 1.561 0.104 -1.12 0.04 0.59
H 1.437 3.127 -0.796 0.36 -1.97 1.82
H -1.658 -0.228 -1.227 1.67 -0.16 0.80
```
Forces are in eV/Å.

Results
structure (SMILES): COc1cccc([C@@H]2C[C@@H]2CN)c1
LUMO level: 0.896 eV
energy relative to the best compared isomer or geometry (same formula, charge and spin): 359.1 kJ/mol
total charge: 0
gap between HOMO and LUMO: 9.1 eV
HOMO: -8.213 eV

Entry 3:
Molecular formula: C2CoO3
Method: DFT, ωB97M-V with the def2-TZVPD basis set

Geometry as XYZ:
```
6
Properties=species:S:1:pos:R:3:forces:R:3
O 1.965 -0.305 -0.350 -0.09 0.27 -0.05
C 2.816 -1.050 -0.456 0.54 -0.51 -0.04
O -1.080 0.973 0.729 1.24 1.78 0.63
C -2.027 0.151 0.556 -1.12 -3.14 -2.04
O -2.113 -0.760 -0.235 0.12 1.76 1.44
Co 0.439 0.992 -0.244 -0.68 -0.16 0.06
```
Forces are in eV/Å.

Results
LUMO level (spin up / spin down): -6.481 / -8.095 eV
spin multiplicity: 5
total charge: +1
gap between HOMO and LUMO (spin up / spin down): 6.6 / 8.2 eV
HOMO (spin up / spin down): -13.048 / -16.289 eV

Entry 4:
Molecular formula: C31H40BrIO3PdS2
Method: DFT, ωB97M-V with the def2-TZVPD basis set

Geometry as XYZ:
```
79
Properties=species:S:1:pos:R:3:forces:R:3
Pd 1.014 0.121 2.141 1.18 0.33 2.53
O 0.436 1.321 3.838 -0.10 0.09 -0.24
S -0.725 1.651 4.761 0.02 0.11 0.05
C -1.729 2.915 3.889 0.02 -0.11 -0.09
C -3.229 2.726 3.706 0.01 0.08 0.05
C -3.654 1.725 2.636 0.01 -0.02 -0.05
C -3.366 2.222 1.216 -0.10 -0.10 -0.08
S -1.999 1.354 0.419 -0.02 0.16 0.10
O -0.950 1.261 1.504 -0.11 -0.32 -0.42
C -2.745 -0.260 0.249 -0.01 -0.01 0.00
C -2.149 -1.354 0.849 0.01 -0.02 -0.01
C -2.689 -2.620 0.648 0.03 0.02 -0.01
C -3.808 -2.779 -0.152 0.00 0.01 0.01
C -4.386 -1.674 -0.769 -0.03 -0.02 -0.03
C -3.853 -0.411 -0.579 0.04 0.00 -0.04
C -1.766 0.218 4.911 -0.07 0.04 0.02
C -2.836 0.301 5.797 0.05 -0.06 -0.01
C -3.647 -0.807 5.980 -0.02 0.03 0.02
C -3.367 -1.993 5.314 -0.01 -0.02 0.00
C -2.259 -2.082 4.485 0.02 0.02 -0.02
C -1.449 -0.973 4.283 -0.02 -0.01 -0.02
H -1.206 2.988 2.936 -0.01 0.03 0.01
H -1.529 3.816 4.469 0.00 0.01 0.00
H -3.614 3.714 3.436 -0.06 -0.02 0.03
H -3.713 2.480 4.650 0.03 -0.02 0.01
H -4.726 1.549 2.735 0.00 0.03 -0.02
H -3.172 0.759 2.796 -0.01 -0.01 0.03
H -3.087 3.277 1.185 0.03 0.00 0.01
H -4.215 2.096 0.542 0.00 0.03 0.02
H -1.272 -1.216 1.468 -0.03 0.02 0.04
H -2.230 -3.480 1.117 -0.01 0.00 0.01
H -4.231 -3.762 -0.303 0.00 -0.01 -0.01
H -5.251 -1.800 -1.406 -0.01 0.00 0.01
H -4.295 0.439 -1.085 -0.01 0.02 0.03
H -3.023 1.208 6.359 -0.01 0.02 -0.01
H -4.486 -0.750 6.660 0.00 0.00 0.00
H -3.999 -2.857 5.466 0.01 -0.01 0.01
H -2.016 -3.020 4.003 0.00 -0.01 0.00
H -0.565 -1.043 3.660 -0.01 0.02 0.01
C 6.119 -1.675 -3.484 0.01 -0.07 0.01
C 4.827 -1.122 -4.091 0.27 0.17 0.15
C 5.174 0.091 -4.979 -0.07 0.05 -0.03
C 4.160 -2.224 -4.958 -0.23 -0.03 0.02
C 3.812 -0.747 -3.061 -0.11 -0.12 -0.10
C 3.952 -1.179 -1.705 -0.06 0.08 0.04
C 2.987 -0.871 -0.822 0.34 -0.26 0.14
Br 3.093 -1.360 0.956 -0.26 -0.02 -0.32
C 1.771 -0.076 -1.190 -0.15 0.12 -0.11
O 0.985 0.234 -0.328 0.07 -0.05 -0.67
C 1.628 0.311 -2.641 0.02 0.05 -0.05
C 2.652 -0.017 -3.463 0.00 0.01 -0.14
C 0.392 1.028 -3.106 -0.05 0.10 -0.07
C -0.835 0.151 -2.789 0.02 -0.12 -0.02
C 0.412 1.271 -4.617 0.01 0.02 -0.02
C 0.301 2.399 -2.399 0.06 0.00 0.06
H 6.820 -1.891 -4.288 -0.01 0.01 -0.01
H 5.959 -2.610 -2.945 0.00 -0.01 -0.02
H 6.598 -0.957 -2.817 0.00 0.02 -0.01
H 5.919 -0.223 -5.709 0.01 -0.03 0.02
H 5.598 0.906 -4.393 0.01 -0.01 0.02
H 4.319 0.471 -5.536 0.01 -0.01 -0.03
H 4.869 -2.514 -5.733 0.04 0.03 0.02
H 3.251 -1.867 -5.443 0.01 0.01 -0.03
H 3.916 -3.107 -4.368 0.02 -0.01 0.01
H 4.828 -1.730 -1.400 -0.01 -0.02 0.00
H 2.593 0.269 -4.501 -0.02 -0.04 0.00
H -0.770 -0.808 -3.308 -0.01 0.02 -0.03
H -1.730 0.662 -3.145 0.00 0.01 0.01
H -0.951 -0.043 -1.730 0.00 0.00 0.05
H 0.464 0.340 -5.184 -0.02 -0.01 0.00
H 1.234 1.921 -4.923 0.01 0.00 0.02
H -0.513 1.773 -4.898 0.00 0.00 0.00
H 0.429 2.330 -1.322 -0.08 -0.01 0.03
H -0.680 2.831 -2.595 0.00 -0.01 -0.04
H 1.055 3.082 -2.794 0.01 -0.01 0.00
I 2.202 -0.292 5.606 0.03 -0.18 0.39
C 2.679 -0.052 3.640 -1.41 -0.17 -1.75
H 3.266 -0.900 3.323 0.35 0.18 0.19
H 3.001 0.935 3.326 0.36 -0.01 0.31
```
Forces are in eV/Å.

Results
LUMO level: -9.159 eV
energy relative to the best compared isomer or geometry (same formula, charge and spin): 60.6 kJ/mol
total charge: +2
gap between HOMO and LUMO: 4.2 eV
HOMO: -13.341 eV

Entry 5:
Molecular formula: C14H12F6IrN2O12S2
Method: DFT, ωB97M-V with the def2-TZVPD basis set

Geometry as XYZ:
```
49
Properties=species:S:1:pos:R:3:forces:R:3
Ir 0.553 1.189 -0.205 0.11 -0.57 -0.34
O -5.252 2.008 0.882 0.00 -0.01 -0.01
C -3.936 1.917 0.654 -0.04 0.02 0.00
C -2.982 2.366 1.573 0.00 0.01 0.01
C -1.658 2.217 1.240 0.03 0.03 0.04
N -1.324 1.675 0.079 -0.27 0.25 0.22
C -2.202 1.232 -0.816 0.07 -0.12 0.00
C -3.544 1.349 -0.564 -0.03 -0.03 -0.04
C -1.533 0.645 -2.047 -0.14 0.32 -0.03
O -2.157 0.339 -3.022 0.05 -0.15 0.00
O -0.206 0.634 -1.958 0.00 0.00 0.23
C -0.438 2.613 2.049 0.16 0.02 -0.26
O -0.512 3.167 3.105 -0.02 -0.02 0.07
O 0.702 2.335 1.402 -0.15 0.04 0.14
H -5.428 2.385 1.753 0.00 0.00 0.00
H -3.253 2.807 2.523 0.03 0.01 0.01
H -4.274 0.997 -1.279 0.01 0.00 -0.01
F 2.826 0.099 5.298 0.00 -0.06 0.07
C 2.951 0.784 4.170 -0.04 0.04 -0.05
F 2.059 1.764 4.154 -0.04 0.03 -0.02
F 4.173 1.309 4.111 0.07 0.00 0.00
S 2.741 -0.317 2.708 -0.08 -0.06 0.12
O 2.878 0.530 1.558 -0.03 -0.06 -0.01
O 3.646 -1.404 2.895 0.02 0.04 -0.05
N 1.228 -0.751 2.992 0.04 0.13 -0.02
S 0.156 -1.277 2.042 -0.07 0.01 0.05
O -0.139 -0.426 0.848 0.11 -0.18 -0.08
O -1.042 -1.655 2.709 0.03 -0.02 0.02
C 0.853 -2.809 1.272 -0.01 0.03 -0.01
F -0.089 -3.498 0.652 0.02 0.01 0.03
F 1.390 -3.556 2.226 0.00 -0.01 -0.03
F 1.800 -2.459 0.399 0.00 -0.01 0.00
C 3.557 2.230 -2.460 -0.02 0.01 0.03
C 2.449 1.832 -1.565 -0.06 -0.48 0.23
O 1.477 2.623 -1.277 0.11 -0.19 -0.11
O 2.363 0.671 -1.029 0.23 0.94 -0.20
H 3.642 3.313 -2.486 0.01 0.00 0.00
H 3.335 1.865 -3.464 -0.01 0.00 0.00
H 4.482 1.771 -2.120 0.00 0.00 0.00
C 0.160 -2.404 -3.146 0.00 -0.01 0.02
C -1.092 -2.753 -2.378 0.00 -0.02 -0.03
C -1.937 -3.879 -2.914 0.00 0.04 0.00
O -1.407 -2.138 -1.385 -0.08 0.05 0.02
H 0.454 -3.192 -3.837 0.01 0.00 0.00
H 0.969 -2.189 -2.449 -0.01 0.02 0.00
H -0.040 -1.490 -3.711 -0.01 -0.01 -0.01
H -1.346 -4.795 -2.959 0.00 0.00 0.01
H -2.245 -3.646 -3.936 0.01 0.00 0.00
H -2.812 -4.027 -2.287 0.00 0.00 0.00
```
Forces are in eV/Å.

Results
LUMO level (spin up / spin down): -0.918 / -2.968 eV
energy relative to the best compared isomer or geometry (same formula, charge and spin): 49.3 kJ/mol
spin multiplicity: 2
total charge: 0
gap between HOMO and LUMO (spin up / spin down): 8.8 / 6.7 eV
HOMO (spin up / spin down): -9.704 / -9.708 eV

Entry 6:
Molecular formula: C7H10
Method: DFT, ωB97M-V with the def2-TZVPD basis set

Geometry as XYZ:
```
17
Properties=species:S:1:pos:R:3:forces:R:3
C 0.759 0.121 1.129 -2.98 -1.55 2.68
C 0.538 1.121 0.011 0.69 -0.94 -1.40
C 1.465 -0.001 -0.772 -0.83 0.35 0.39
C 0.531 -0.961 0.074 5.09 -0.98 0.27
C -0.783 -0.734 -0.472 -0.71 -2.66 -1.16
C -1.811 -0.053 0.359 -0.90 0.12 -2.82
C -0.897 0.708 -0.588 1.34 1.63 1.72
H 1.658 0.005 1.741 0.12 0.56 -0.71
H -0.111 -0.065 1.808 0.88 1.01 0.35
H 0.744 2.199 0.047 0.14 -0.50 0.15
H 1.458 0.006 -1.851 -0.10 -0.16 -0.48
H 2.463 -0.205 -0.362 -0.01 0.86 -0.34
H 0.980 -2.028 0.236 -1.32 1.80 -0.20
H -0.869 -1.493 -1.279 -1.36 0.75 0.43
H -2.756 -0.175 -0.116 -0.87 0.05 -0.35
H -1.989 0.213 1.342 0.60 -0.18 2.13
H -1.378 1.343 -1.306 0.23 -0.17 -0.67
```
Forces are in eV/Å.

Results
LUMO level: 1.184 eV
energy relative to the best compared isomer or geometry (same formula, charge and spin): 349.3 kJ/mol
total charge: 0
gap between HOMO and LUMO: 10.8 eV
HOMO: -9.590 eV

Entry 7:
Molecular formula: C8H6O3
Method: DFT, ωB97M-V with the def2-TZVPD basis set

Geometry as XYZ:
```
17
Properties=species:S:1:pos:R:3:forces:R:3
O -1.373 -2.545 -1.524 0.95 0.41 0.37
C -1.038 -1.859 -0.582 -0.67 -0.48 -1.23
C -1.788 -1.773 0.709 -4.59 -4.27 -0.75
O -1.581 -0.566 1.236 2.29 2.28 1.72
C -0.374 -0.100 0.680 -2.09 -1.21 0.44
C 0.170 1.043 1.053 -1.56 6.56 4.79
C 1.088 1.838 0.349 0.02 -5.18 -3.69
O 1.680 3.002 0.630 1.88 -0.54 -0.89
C 1.406 1.097 -0.885 0.61 1.72 -2.34
C 0.938 -0.283 -1.204 3.08 3.38 -2.11
C 0.034 -0.837 -0.387 -1.21 -1.59 -0.09
H -3.058 -1.925 0.658 3.80 0.18 -0.24
H -1.381 -2.744 1.207 -0.52 1.71 0.27
H -0.452 1.665 1.901 1.72 -1.83 -1.69
H 2.571 2.896 0.120 -2.23 0.82 1.27
H 1.843 1.920 -1.832 -0.77 -3.10 2.90
H 1.315 -0.830 -2.132 -0.71 1.14 1.26
```
Forces are in eV/Å.

Results
structure (SMILES): O=C1COc2cc(O)ccc21
LUMO level: 0.121 eV
energy relative to the best compared isomer or geometry (same formula, charge and spin): 355.9 kJ/mol
total charge: 0
gap between HOMO and LUMO: 9.1 eV
HOMO: -8.960 eV